# 1
The following is a DFT calculation (ωB97M-V with the def2-TZVPD basis set) of a single C3H3IN2O molecule at a distorted geometry.

Output
HOMO level (spin up / spin down) in eV: -7.90 / -7.90
Energy in eV: -16283.544
Maximum force in eV/A: 1.99
E_LUMO (spin up / spin down) in eV: -0.5 / -0.5
Relative energy (zero: lowest compared OMol25 entry of this formula, charge and spin) in kJ/mol: 333.07

ORCA input file:
```
! wB97M-V def2-TZVPD RIJCOSX def2/J DEFGRID3
* xyz 0 1
C -2.0484 -0.2817 -0.1870
H -3.5181 -1.4469 -0.3581
N -1.0491 0.2815 0.1302
N -0.2042 1.1862 0.0737
I 3.8937 -0.2865 -0.0599
H 1.6806 1.9094 -0.0506
C 1.7997 -0.1846 0.0249
O -3.0008 -1.0136 0.3346
C 1.1413 0.9759 0.0054
H 1.3054 -1.1397 0.0869
*
```

---

# 2
The following is a DFT calculation (ωB97M-V with the def2-TZVPD basis set) of 2 unconnected molecules or ions with the total composition C3H3IO2 at a distorted geometry.

Output
HOMO level (spin up / spin down) in eV: -7.91 / -7.79
Energy in eV: -15352.068
Maximum force in eV/A: 3.95
E_LUMO (spin up / spin down) in eV: -0.4 / -0.8
Relative energy (zero: lowest compared OMol25 entry of this formula, charge and spin) in kJ/mol: 238.14

ORCA input file:
```
! wB97M-V def2-TZVPD RIJCOSX def2/J DEFGRID3
* xyz 0 1
C 0.1794 0.6790 -0.0959
H 2.1439 1.1257 0.3162
C -1.5840 -1.1289 -0.2698
O -0.4901 1.6250 -0.2062
C 1.5325 0.3252 0.1157
I -3.2890 0.1885 -0.0758
O -1.7376 -2.2630 -0.1642
H 1.5361 -0.2327 1.0389
H 1.7088 -0.3187 -0.6589
*
```

---

# 3
The following is a DFT calculation (ωB97M-V with the def2-TZVPD basis set) of 2 unconnected molecules or ions with the total composition C3H3IO2 at a distorted geometry.

Output
HOMO level in eV: -10.09
Energy in eV: -15350.579
Maximum force in eV/A: 3.45
E_LUMO in eV: 0.1
Relative energy (zero: lowest compared OMol25 entry of this formula, charge and spin) in kJ/mol: 381.88

ORCA input file:
```
! wB97M-V def2-TZVPD RIJCOSX def2/J DEFGRID3
* xyz 0 1
C 0.9930 -0.9721 -0.8879
C 0.2570 1.0511 1.5676
H -0.4439 -0.8962 -2.6199
O -0.3333 1.9897 1.2373
O -0.1360 -1.5467 -0.6999
C -0.3109 -0.5519 -1.6319
I -0.2413 -0.1416 3.2563
H 1.2126 0.8744 1.0737
H -0.9971 0.1933 -1.2954
*
```

---

# 4
The following is a DFT calculation (ωB97M-V with the def2-TZVPD basis set) of 2 unconnected molecules or ions with the total composition C3H3IS at a distorted geometry.

Output
HOMO level (spin up / spin down) in eV: -9.07 / -9.26
Energy in eV: -22087.654
Maximum force in eV/A: 6.28
E_LUMO (spin up / spin down) in eV: -3.8 / -3.7
Relative energy (zero: lowest compared OMol25 entry of this formula, charge and spin) in kJ/mol: 511.13

ORCA input file:
```
! wB97M-V def2-TZVPD RIJCOSX def2/J DEFGRID3
* xyz 0 1
H 2.4403 -0.8763 0.8400
H 1.1176 -0.8908 -0.4494
C -2.0066 1.2093 0.3623
H 0.7606 -1.5585 1.0696
C 1.3699 -0.7810 0.6164
I -2.6729 1.0031 -2.8483
C -2.0522 1.0760 -0.8273
S 1.0435 0.8182 1.2366
*
```

---

# 5
The following is a DFT calculation (ωB97M-V with the def2-TZVPD basis set) of a molecular structure, C3H3KO4 at a distorted geometry.

Output
HOMO level in eV: -7.98
Energy in eV: -27671.946
Maximum force in eV/A: 3.58
E_LUMO in eV: -1.0
Relative energy (zero: lowest compared OMol25 entry of this formula, charge and spin) in kJ/mol: 299.76

ORCA input file:
```
! wB97M-V def2-TZVPD RIJCOSX def2/J DEFGRID3
* xyz 0 1
C -0.8863 -0.9898 0.7021
O 2.1403 0.0425 -1.3159
C 0.7431 1.5379 -0.0234
H -0.7805 1.0191 0.2313
K -1.9306 -3.1114 -1.1015
H 0.9164 2.3973 -0.6733
O 0.0295 -1.2347 -0.2875
O -0.8594 -1.6204 1.7512
H 1.0654 1.7790 0.9936
C 1.3202 0.3390 -0.5159
O -1.7581 -0.1584 0.2393
*
```

---

# 6
The following is a DFT calculation (ωB97M-V with the def2-TZVPD basis set) of a molecular structure, C3H3KO4 at a distorted geometry.

Output
HOMO level in eV: -5.79
Energy in eV: -27674.115
Maximum force in eV/A: 1.90
E_LUMO in eV: -0.8
Relative energy (zero: lowest compared OMol25 entry of this formula, charge and spin) in kJ/mol: 90.49

ORCA input file:
```
! wB97M-V def2-TZVPD RIJCOSX def2/J DEFGRID3
* xyz 0 1
O 2.3914 0.4651 -0.4615
O -1.3560 2.6480 0.8701
H 0.5964 0.1039 -1.4211
H 2.5018 0.8005 0.4339
O -0.2222 -2.0324 0.0465
O -2.8221 0.9718 0.2199
K -2.5681 -1.6876 -0.8396
C 1.1853 -0.2100 -0.5554
C 0.8714 -1.3175 0.1645
C -2.1627 1.8662 0.5801
H 1.5849 -1.6080 0.9627
*
```

---

# 7
The following is a DFT calculation (ωB97M-V with the def2-TZVPD basis set) of a molecular structure, C3H3LaO3 at a distorted geometry.

Output
HOMO level (spin up / spin down) in eV: -19.95 / -21.89
Energy in eV: -10124.110
Maximum force in eV/A: 6.02
E_LUMO (spin up / spin down) in eV: -16.2 / -16.2
Relative energy (zero: lowest compared OMol25 entry of this formula, charge and spin) in kJ/mol: 146.32

ORCA input file:
```
! wB97M-V def2-TZVPD RIJCOSX def2/J DEFGRID3
* xyz 3 2
H 1.1164 0.6682 2.3093
O -1.5348 -1.0262 -1.1395
O 0.5704 -0.8391 -0.4482
O -0.6432 1.0308 -0.8651
H 0.5774 1.7950 1.0105
La -4.1000 -1.4718 -1.8628
C 0.9044 0.7829 1.2458
H 2.4102 -0.5267 0.2984
C -0.6597 -0.1719 -0.9239
C 1.3589 -0.2410 0.3756
*
```

---

# 8
The following is a DFT calculation (ωB97M-V with the def2-TZVPD basis set) of a molecular structure, C3H3LiMgO3 at a distorted geometry.

Output
HOMO level (spin up / spin down) in eV: -19.82 / -14.20
Energy in eV: -14931.037
Maximum force in eV/A: 1.31
E_LUMO (spin up / spin down) in eV: -9.1 / -9.2
Relative energy (zero: lowest compared OMol25 entry of this formula, charge and spin) in kJ/mol: 506.08

ORCA input file:
```
! wB97M-V def2-TZVPD RIJCOSX def2/J DEFGRID3
* xyz 2 1
C -0.4148 -1.1439 0.0262
C -0.8554 0.2463 0.2633
C 1.3485 0.1810 -0.0968
O 0.2420 0.9659 0.1789
Mg 4.3461 0.4358 -0.4263
H -0.6101 -1.7901 0.8955
Li -2.8019 1.1715 0.7995
O 1.0107 -1.0490 -0.1970
O 2.4508 0.6730 -0.1543
H -3.8154 1.8835 -0.4251
H -0.9005 -1.5740 -0.8638
*
```

---

# 9
The following is a DFT calculation (ωB97M-V with the def2-TZVPD basis set) of a molecular structure, C3H3LiNdO3 at a distorted geometry.

Output
HOMO level (spin up / spin down) in eV: -6.16 / -6.53
Energy in eV: -24779.727
Maximum force in eV/A: 2.03
E_LUMO (spin up / spin down) in eV: -0.7 / -0.7

ORCA input file:
```
! wB97M-V def2-TZVPD RIJCOSX def2/J DEFGRID3
* xyz 0 5
O -1.3122 2.0107 -1.0591
Li -3.1959 1.7962 -1.0922
H -1.1569 -1.4976 0.3799
O 1.9589 -0.4756 1.0800
Nd 2.3149 1.2930 -0.2871
O -0.3097 0.4106 0.0002
C -0.2146 -0.9544 0.3443
C -1.4754 0.9048 -0.5078
C 0.8915 -1.2432 1.0859
H 1.7119 -0.2485 -1.8261
H 0.7874 -1.9962 1.8822
*
```

---

# 10
The following is a DFT calculation (ωB97M-V with the def2-TZVPD basis set) of a molecular structure, C3H3LuO2 at a distorted geometry.

Output
HOMO level in eV: -18.07
Energy in eV: -40854.902
Maximum force in eV/A: 5.00
E_LUMO in eV: -12.4
Relative energy (zero: lowest compared OMol25 entry of this formula, charge and spin) in kJ/mol: 0.00

ORCA input file:
```
! wB97M-V def2-TZVPD RIJCOSX def2/J DEFGRID3
* xyz 2 1
C -0.7277 -0.4013 -0.0927
O 1.3684 0.7731 -0.0710
H -1.1551 -1.3770 -0.3291
Lu 3.4029 -0.2725 0.1338
H -1.0365 1.6403 0.3649
C -1.4768 0.6957 0.0431
O 1.4281 -1.3973 0.1438
C 0.7441 -0.3374 -0.0300
H -2.5475 0.6763 -0.1629
*
```

---

# 11
The following is a DFT calculation (ωB97M-V with the def2-TZVPD basis set) of a molecular structure, C3H3MgNaO at a distorted geometry.

Output
HOMO level in eV: -5.55
Energy in eV: -15063.498
Maximum force in eV/A: 5.15
E_LUMO in eV: -1.2
Relative energy (zero: lowest compared OMol25 entry of this formula, charge and spin) in kJ/mol: 171.96

ORCA input file:
```
! wB97M-V def2-TZVPD RIJCOSX def2/J DEFGRID3
* xyz 0 1
H -2.7852 -1.5941 -1.4808
H -3.9321 -2.0107 -0.0748
O -1.1688 1.3612 -0.2451
C -2.3394 0.8355 -0.0256
H -3.1455 1.5096 0.3249
C -3.1334 -1.3624 -0.4635
Na 0.9671 0.6209 -0.0813
C -2.4587 -0.5499 0.3482
Mg 4.3950 -0.2051 -0.7284
*
```

---

# 12
The following is a DFT calculation (ωB97M-V with the def2-TZVPD basis set) of a gas-phase ion, C3H3N2 (charge +1) at a distorted geometry.

Output
HOMO level in eV: -14.27
Energy in eV: -6127.473
Maximum force in eV/A: 1.66
E_LUMO in eV: -6.2
Relative energy (zero: lowest compared OMol25 entry of this formula, charge and spin) in kJ/mol: 203.17
SMILES: [NH+]#CC1=CN1

ORCA input file:
```
! wB97M-V def2-TZVPD RIJCOSX def2/J DEFGRID3
* xyz 1 1
N -1.2610 -0.7456 -0.3556
H -1.8495 1.4374 -0.4597
C 0.0382 0.0887 -0.3217
C 1.3396 0.0124 -0.1767
H 3.3803 -0.0776 0.2127
H -1.6340 -1.3545 0.3663
C -1.2134 0.5794 -0.3787
N 2.5043 -0.1212 -0.2791
*
```

---

# 13
The following is a DFT calculation (ωB97M-V with the def2-TZVPD basis set) of 2 unconnected molecules or ions with the total composition C3H3N2O2 at a distorted geometry.

Output
HOMO level (spin up / spin down) in eV: -16.30 / -16.30
Energy in eV: -10225.433
Maximum force in eV/A: 3.23
E_LUMO (spin up / spin down) in eV: -6.6 / -6.6
Relative energy (zero: lowest compared OMol25 entry of this formula, charge and spin) in kJ/mol: 114.69

ORCA input file:
```
! wB97M-V def2-TZVPD RIJCOSX def2/J DEFGRID3
* xyz 1 1
C 0.1923 1.2299 0.2156
H -0.9972 -1.6427 0.1724
C -0.0484 -1.1743 -0.0839
H 0.0937 3.2183 0.3076
H 0.8077 -1.5979 -0.5122
O -4.5885 -0.0751 0.0148
N -0.0548 0.0511 0.1224
O -2.3186 0.1765 0.0363
N 0.5340 2.3721 0.0859
C -3.4771 0.0695 -0.0222
*
```

---

# 14
The following is a DFT calculation (ωB97M-V with the def2-TZVPD basis set) of a gas-phase ion, C3H3N2O2S (charge +1) at a distorted geometry.

Output
HOMO level (spin up / spin down) in eV: -14.06 / -14.05
Energy in eV: -21055.634
Maximum force in eV/A: 3.80
E_LUMO (spin up / spin down) in eV: -6.4 / -6.4
Relative energy (zero: lowest compared OMol25 entry of this formula, charge and spin) in kJ/mol: 571.92
SMILES: S=C/N=C\[NH+]=C1OO1

ORCA input file:
```
! wB97M-V def2-TZVPD RIJCOSX def2/J DEFGRID3
* xyz 1 1
H -1.9288 -0.5983 -0.4997
O -1.5886 1.8272 1.0897
H 2.7771 -0.7500 0.2288
N -1.1678 0.0051 -0.4721
O -0.2887 2.1214 0.5188
N 1.0584 -0.7882 -0.6851
C -0.9909 1.0033 0.3474
C -0.1474 -0.7625 -1.0617
H -0.5264 -1.4765 -1.7704
C 1.7362 -0.5427 0.4298
S 1.0669 -0.0388 1.8745
*
```

---

# 15
The following is a DFT calculation (ωB97M-V with the def2-TZVPD basis set) of 2 unconnected molecules or ions with the total composition C3H3N2P at a distorted geometry.

Output
HOMO level (spin up / spin down) in eV: -10.18 / -11.43
Energy in eV: -15423.295
Maximum force in eV/A: 4.59
E_LUMO (spin up / spin down) in eV: -3.8 / -3.3
Relative energy (zero: lowest compared OMol25 entry of this formula, charge and spin) in kJ/mol: 387.90

ORCA input file:
```
! wB97M-V def2-TZVPD RIJCOSX def2/J DEFGRID3
* xyz 0 1
C 0.6520 -1.5948 0.1853
P 0.0486 -0.5815 -1.1456
H -2.2077 -0.7482 -0.2552
N 1.0169 -2.2532 1.0368
C 2.1393 1.4581 -0.1271
H -1.8755 1.1138 -0.3961
H -1.0920 0.0915 0.9276
N 2.8117 2.3789 -0.0365
C -1.4933 0.1354 -0.1891
*
```

---

# 16
The following is a DFT calculation (ωB97M-V with the def2-TZVPD basis set) of 2 unconnected molecules or ions with the total composition C3H3N2P at a distorted geometry.

Output
HOMO level (spin up / spin down) in eV: -11.40 / -10.05
Energy in eV: -15423.346
Maximum force in eV/A: 3.55
E_LUMO (spin up / spin down) in eV: -3.3 / -3.9
Relative energy (zero: lowest compared OMol25 entry of this formula, charge and spin) in kJ/mol: 382.96

ORCA input file:
```
! wB97M-V def2-TZVPD RIJCOSX def2/J DEFGRID3
* xyz 0 1
C 0.4767 1.2100 -0.7473
H -0.2350 1.9706 -0.3231
N -2.6117 -0.4707 0.5752
H 1.1010 0.9476 0.2289
N 1.4917 -2.4286 2.0047
H 0.9293 1.5516 -1.6366
P -0.2920 -0.4063 -1.2371
C 0.8107 -1.9886 1.1942
C -1.6708 -0.3857 -0.0588
*
```

---

# 17
The following is a DFT calculation (ωB97M-V with the def2-TZVPD basis set) of a gas-phase ion, C3H3N2S (charge +1) at a distorted geometry.

Output
HOMO level in eV: -13.94
Energy in eV: -16962.790
Maximum force in eV/A: 4.05
E_LUMO in eV: -6.1
Relative energy (zero: lowest compared OMol25 entry of this formula, charge and spin) in kJ/mol: 324.45
SMILES: C#[N+]/C=C1\NS1

ORCA input file:
```
! wB97M-V def2-TZVPD RIJCOSX def2/J DEFGRID3
* xyz 1 1
C 0.9387 -1.1164 0.5996
C -1.0750 0.7521 -0.6163
N -0.0477 1.5906 -0.4580
S -2.0250 2.1748 -0.8573
C -1.3029 -0.4840 -0.0562
H 0.7235 1.8551 -1.1921
N -0.1653 -1.0454 0.3599
H -2.1905 -0.8988 0.2425
H 1.9868 -1.4823 0.7962
*
```

---

# 18
The following is a DFT calculation (ωB97M-V with the def2-TZVPD basis set) of a single C3H3N3 molecule at a distorted geometry.

Output
HOMO level in eV: -9.13
Energy in eV: -7627.808
Maximum force in eV/A: 1.04
E_LUMO in eV: 0.4
Relative energy (zero: lowest compared OMol25 entry of this formula, charge and spin) in kJ/mol: 168.08
SMILES: N#CC(N)=C=N

ORCA input file:
```
! wB97M-V def2-TZVPD RIJCOSX def2/J DEFGRID3
* xyz 0 1
C 0.1256 -0.2370 -0.1976
H -0.3888 1.1970 2.4224
H -0.6686 0.6693 -1.8748
N -0.5687 0.2137 2.2092
H -1.6873 -0.5116 -1.1737
N 2.6350 -0.6803 -0.6803
N -0.7632 -0.1365 -1.2806
C -0.2182 0.0020 1.0569
C 1.5076 -0.5263 -0.4611
*
```

---

# 19
The following is a DFT calculation (ωB97M-V with the def2-TZVPD basis set) of 2 unconnected molecules or ions with the total composition C3H3N3 at a distorted geometry.

Output
HOMO level (spin up / spin down) in eV: -8.69 / -8.46
Energy in eV: -7624.819
Maximum force in eV/A: 1.65
E_LUMO (spin up / spin down) in eV: -0.5 / -0.5
Relative energy (zero: lowest compared OMol25 entry of this formula, charge and spin) in kJ/mol: 456.41

ORCA input file:
```
! wB97M-V def2-TZVPD RIJCOSX def2/J DEFGRID3
* xyz 0 1
H -1.9038 -0.1551 0.6147
H -1.5540 1.2451 -1.1567
C -0.8335 -0.1335 0.4812
N 1.9127 -0.4551 0.3608
C 0.0813 -0.5792 1.2168
N 2.0875 -0.1508 -0.7062
C -0.6011 0.7427 -1.0227
H 0.4846 -1.0569 2.0838
N 0.3770 0.7656 -1.7276
*
```

---

# 20
The following is a DFT calculation (ωB97M-V with the def2-TZVPD basis set) of a molecular structure, C3H3N3 at a distorted geometry.

Output
HOMO level in eV: -10.72
Energy in eV: -7626.912
Maximum force in eV/A: 6.16
E_LUMO in eV: -1.6
Relative energy (zero: lowest compared OMol25 entry of this formula, charge and spin) in kJ/mol: 254.45

ORCA input file:
```
! wB97M-V def2-TZVPD RIJCOSX def2/J DEFGRID3
* xyz 0 1
H -1.7973 1.5961 -0.7707
N -0.7645 1.7740 -0.4674
C -0.3219 0.5993 -0.1660
N 0.1040 -1.6099 0.1920
H 2.2453 -0.9760 0.4835
C 1.1757 -0.6460 0.2945
C -0.9242 -0.7412 0.1041
N 0.9332 0.6105 0.1446
H -1.9346 -1.3138 -0.1935
*
```